Record 1
28
Properties=species:S:1:pos:R:3:forces:R:3:mulliken_charge:R:1 method="wB97M-V/def2-TZVPD" mol_weight_g_mol=220.3 total_charge=-1 e_above_lowest_kcal_mol=0.00
C 0.172 2.603 -0.013 -0.2 0.6 -0.3 0.385
C 1.931 -1.978 -0.177 0.2 0.1 0.0 -0.540
C 1.831 -1.383 1.226 -0.1 -0.2 0.0 -0.723
C 1.562 -0.940 -1.233 0.0 -0.1 -0.1 -0.838
C 0.432 -0.805 1.462 0.0 0.0 0.2 -0.824
C 0.150 -0.393 -0.986 0.0 0.1 -0.2 -0.710
C 0.182 0.203 0.388 0.6 0.6 -0.1 0.883
C -1.267 3.096 -0.002 0.1 -0.2 -0.1 -0.745
N 0.338 1.433 0.615 0.2 -0.6 0.9 -0.407
O -3.448 -0.390 -1.264 -0.1 -0.4 1.0 -0.564
O 1.099 3.291 -0.420 0.1 0.0 -0.2 -0.695
O -2.215 -1.985 0.342 -0.4 0.3 -0.1 -0.565
O -2.257 0.413 0.836 -0.6 -0.8 -0.2 -0.535
S -3.070 -0.774 0.437 -0.2 0.0 -0.6 0.368
H 2.948 -2.343 -0.354 -0.1 -0.1 0.0 0.338
H 1.246 -2.825 -0.254 0.0 -0.1 0.0 0.311
H 2.051 -2.148 1.977 0.0 0.1 0.0 0.381
H 2.569 -0.583 1.335 0.1 0.0 0.0 0.316
H 2.271 -0.106 -1.187 0.0 0.0 -0.1 0.352
H 1.623 -1.378 -2.233 0.0 0.0 0.0 0.368
H -0.329 -1.583 1.372 0.1 0.0 0.1 0.271
H 0.362 -0.339 2.444 0.0 0.1 0.0 0.383
H -0.097 0.362 -1.735 -0.1 0.0 0.0 0.332
H -0.582 -1.202 -1.005 0.0 0.0 -0.1 0.357
H -1.930 2.261 0.216 -0.1 0.2 0.0 0.245
H -1.381 3.852 0.774 0.1 0.1 0.0 0.259
H -1.503 3.548 -0.963 0.1 0.1 -0.1 0.268
H -2.688 0.093 -1.595 0.4 0.2 -0.1 0.331


Record 2
56
Properties=species:S:1:pos:R:3:forces:R:3:mulliken_charge:R:1 method="wB97M-V/def2-TZVPD" mol_weight_g_mol=430.4 total_energy_ha=-1555.723483
N 4.290 -2.688 -3.341 0.3 1.0 -0.5 -0.583
C 4.707 -1.349 -3.847 -0.3 -0.4 -0.2 0.382
C 5.326 -0.558 -2.683 0.0 0.4 -0.5 -1.516
N 4.304 -0.193 -1.693 -0.4 -1.5 1.8 0.213
C 4.027 -1.057 -0.625 -1.0 0.8 0.4 0.150
C 3.012 -0.776 0.269 1.8 1.0 -3.3 -0.236
N 2.745 -1.649 1.330 -0.9 -1.8 1.9 0.883
O 3.713 -2.102 1.949 -0.7 0.4 -0.6 -0.556
O 1.571 -1.948 1.558 1.3 0.6 -0.3 -0.513
C 2.236 0.440 0.056 -2.2 0.8 2.3 0.483
O 1.397 0.870 0.828 0.0 -0.6 0.4 -0.626
N 2.474 1.211 -1.039 1.5 -1.9 0.2 -0.013
C 3.503 0.927 -1.877 0.3 1.9 -2.4 0.379
O 3.668 1.697 -2.807 0.8 -0.5 -0.3 -0.657
C 5.726 -1.400 -5.013 0.7 -1.7 0.3 0.327
O 6.446 -2.382 -5.112 -0.6 1.3 -0.2 -0.573
O 5.775 -0.355 -5.870 -0.3 -0.6 0.8 -0.428
H 3.591 -3.108 -3.957 0.5 0.1 0.2 0.241
H 5.104 -3.308 -3.274 -0.4 0.3 -0.3 0.268
H 3.827 -0.807 -4.213 0.1 -0.1 0.2 0.450
H 6.119 -1.152 -2.215 -0.3 0.0 0.2 0.360
H 5.805 0.351 -3.070 -0.3 -0.1 0.2 0.511
H 4.602 -1.975 -0.507 0.1 0.4 -0.2 0.399
H 2.038 2.118 -1.100 0.0 -0.1 -0.1 0.294
H 6.460 -0.579 -6.520 0.0 0.0 0.0 0.365
C -4.276 -0.484 -1.961 0.3 -0.1 0.4 -0.941
N -3.626 0.430 -1.024 -0.2 0.8 -0.9 -0.087
C -3.109 0.065 0.157 -0.6 -0.9 1.4 0.192
O -3.168 -1.090 0.558 0.4 0.3 -0.2 -0.655
C -2.515 1.203 1.012 0.3 0.5 0.5 0.051
C -1.739 0.799 2.291 -0.4 -1.0 -0.3 -0.788
C -2.438 0.052 3.447 0.2 0.4 0.5 0.867
C -1.371 -0.616 4.321 -0.1 -0.3 -0.6 -1.732
C -3.235 0.966 4.381 -0.1 -0.1 -0.5 -1.475
N -3.420 2.347 1.226 1.2 -0.9 -0.7 -0.012
C -4.731 2.405 1.479 -1.6 0.3 0.3 0.513
C -5.596 1.162 1.579 0.5 0.0 0.2 -0.855
O -5.255 3.498 1.625 -0.1 0.4 0.0 -0.686
H -4.960 -1.142 -1.420 0.1 0.0 0.0 0.303
H -4.837 0.079 -2.708 0.1 0.0 0.2 0.340
H -3.522 -1.098 -2.459 -0.1 -0.1 0.0 0.311
H -3.586 1.409 -1.262 0.0 -0.1 0.0 0.285
H -1.732 1.601 0.365 0.1 0.2 -0.1 0.295
H -1.254 1.687 2.697 0.0 0.2 -0.1 0.434
H -0.938 0.147 1.941 0.1 0.0 0.0 0.084
H -3.098 -0.721 3.060 0.0 -0.1 -0.2 0.248
H -0.679 0.129 4.712 0.1 0.0 0.1 0.367
H -0.815 -1.342 3.725 0.2 0.0 0.1 0.375
H -1.845 -1.144 5.148 0.1 0.0 0.1 0.444
H -3.998 1.512 3.838 -0.2 0.2 0.1 0.309
H -3.724 0.367 5.149 0.0 0.1 0.1 0.392
H -2.568 1.684 4.858 0.0 0.1 0.1 0.358
H -2.986 3.257 1.220 0.0 0.0 0.0 0.223
H -5.066 0.358 2.082 0.0 -0.3 -0.1 0.281
H -6.489 1.408 2.153 0.1 0.1 -0.1 0.291
H -5.890 0.845 0.582 0.0 -0.1 -0.1 0.266


Record 3
56
Properties=species:S:1:pos:R:3:forces:R:3:mulliken_charge:R:1 method="wB97M-V/def2-TZVPD" mol_weight_g_mol=616.8 total_charge=+1 e_above_lowest_kcal_mol=0.00
Ir -0.010 1.831 -0.593 -0.2 -1.0 -1.3 1.198
N -2.092 2.301 -0.582 0.2 0.1 0.2 -0.545
C -2.191 3.585 0.158 -0.4 -0.1 0.2 -0.455
C -0.912 4.372 0.048 0.3 0.2 0.1 0.451
O -0.855 5.565 -0.046 0.1 0.0 0.1 -0.554
N 0.209 3.525 0.057 0.3 0.6 0.0 0.035
C 1.602 3.959 0.244 -0.3 0.0 0.1 -0.568
C 2.526 3.018 -0.548 0.0 0.4 0.4 0.497
O 3.652 3.340 -0.795 0.1 -0.2 -0.1 -0.593
O 1.983 1.846 -0.845 -0.1 0.0 0.1 -0.660
H -2.366 2.454 -1.550 0.0 0.0 0.0 0.403
H -2.752 1.635 -0.193 0.1 -0.1 0.0 0.114
H -2.310 3.353 1.219 -0.1 0.0 0.0 0.289
H -3.028 4.203 -0.160 0.0 0.0 -0.1 0.398
H 1.863 3.894 1.303 0.1 0.0 0.0 0.250
H 1.723 4.999 -0.054 -0.1 -0.1 -0.1 0.413
C -3.001 -1.132 -1.524 0.0 0.0 0.0 -0.940
Si -2.147 -1.540 0.087 0.0 0.0 0.0 0.438
C -2.037 -3.377 0.353 0.0 0.0 -0.1 -1.016
C -2.977 -0.724 1.554 0.1 0.0 0.0 -1.137
As 0.019 -0.576 -0.070 0.1 0.2 0.4 -0.185
Si 1.257 -1.353 -2.010 -0.1 -0.1 0.0 0.264
C 0.789 -3.150 -2.171 0.0 0.0 0.0 -1.073
C 3.072 -1.121 -1.746 0.0 0.0 0.0 -0.946
C 0.594 -0.317 -3.412 0.0 0.0 0.0 -0.911
Si 1.182 -0.772 2.023 0.0 0.0 0.0 0.201
C 0.971 -2.519 2.634 0.0 0.0 -0.1 -1.106
C 0.309 0.452 3.128 0.0 0.0 0.0 -0.894
C 2.952 -0.306 1.725 0.0 0.0 0.0 -0.852
H -4.052 -1.427 -1.476 0.0 0.0 0.0 0.440
H -2.545 -1.678 -2.352 0.0 0.0 0.0 0.266
H -2.963 -0.069 -1.767 0.0 0.0 0.0 0.185
H -3.049 -3.781 0.437 0.0 0.0 0.0 0.377
H -1.503 -3.617 1.272 0.0 0.0 0.0 0.270
H -1.544 -3.886 -0.476 0.0 0.0 0.0 0.288
H -4.064 -0.770 1.461 0.0 0.0 0.0 0.458
H -2.684 0.318 1.702 0.0 0.0 0.0 0.262
H -2.708 -1.253 2.471 0.0 0.0 0.0 0.343
H 0.978 -3.705 -1.250 0.0 0.0 0.0 0.321
H 1.406 -3.593 -2.958 0.0 0.0 0.0 0.425
H -0.255 -3.286 -2.454 0.0 0.0 0.0 0.276
H 3.473 -1.813 -1.006 0.0 0.0 0.0 0.264
H 3.301 -0.097 -1.455 0.0 0.0 0.0 0.229
H 3.573 -1.327 -2.696 0.0 0.0 0.0 0.415
H -0.478 -0.453 -3.565 0.0 0.0 0.0 0.275
H 1.098 -0.595 -4.341 0.0 0.0 0.0 0.411
H 0.803 0.741 -3.236 0.0 0.0 0.0 0.232
H -0.053 -2.708 2.960 0.0 0.0 0.0 0.287
H 1.625 -2.695 3.491 0.0 0.0 0.0 0.408
H 1.233 -3.248 1.865 0.0 0.0 0.0 0.342
H -0.716 0.151 3.346 0.0 0.0 0.0 0.272
H 0.296 1.444 2.672 0.0 0.0 0.0 0.152
H 0.844 0.525 4.078 0.0 0.0 0.0 0.428
H 3.519 -1.122 1.278 0.0 0.0 0.0 0.295
H 3.415 -0.067 2.686 0.0 0.0 0.0 0.432
H 3.029 0.567 1.077 0.0 0.0 0.0 0.133


Record 4
15
Properties=species:S:1:pos:R:3:forces:R:3:mulliken_charge:R:1 method="wB97M-V/def2-TZVPD" mol_weight_g_mol=117.1 e_above_lowest_kcal_mol=242.57
C -0.757 0.140 -0.390 0.4 -3.0 1.0 0.447
N 0.037 -0.363 0.787 -1.3 0.3 -1.7 -0.348
C 0.058 1.523 -0.840 1.8 2.2 -1.1 -0.874
C -0.597 -1.309 1.356 1.6 0.9 0.3 -0.049
C 0.161 -1.566 2.615 0.0 -0.3 1.5 -0.093
O 1.273 0.690 -3.002 -1.3 -0.5 -0.3 -0.678
O -0.371 -1.605 3.689 -0.8 -0.4 0.2 -0.406
O -1.956 0.431 -0.197 0.1 1.3 -0.1 -0.399
H -0.556 -0.537 -1.245 0.3 0.3 -0.2 0.307
H 1.066 1.527 -0.416 -0.5 -0.6 1.0 0.352
H 0.288 1.243 -1.883 -0.4 -0.1 -0.6 0.419
H -0.407 2.484 -0.656 -0.6 -0.2 0.0 0.334
H 1.257 -1.487 2.638 0.1 -0.1 -1.0 0.342
H -1.570 -1.677 1.050 -0.1 -0.2 0.3 0.399
H 2.072 0.505 -3.507 0.6 0.5 0.6 0.246